# C39H28ClI3N2O2P2S3Ti

C39H28ClI3N2O2P2S3Ti as an isolated structure (ωB97M-V/def2-TZVPD, the Open Molecules 2025 dataset).

Cartesian coordinates (Å):
I: 2.432 -1.203 -2.398
I: -4.143 -3.894 1.921
I: 2.711 -2.505 -5.623
Ti: -1.087 -0.974 -0.960
Cl: -3.055 -7.414 -2.419
S: -2.576 0.951 0.338
S: -0.805 0.956 -3.024
S: 0.503 -2.290 0.191
P: 1.798 -0.335 -0.137
P: -0.675 1.204 0.923
O: -2.826 -0.860 -2.237
O: -2.351 -2.108 0.041
N: -3.321 0.258 -2.733
N: -1.064 -2.655 -2.322
C: -2.032 -4.863 -2.371
C: -1.108 -0.592 2.982
C: -0.990 3.786 2.029
C: 4.092 3.801 0.007
C: -0.569 -2.828 -3.516
C: 4.673 -2.069 3.080
C: 3.360 -1.779 3.431
C: 0.368 3.632 0.054
C: -0.361 3.007 1.058
C: 2.476 -1.274 2.490
C: 5.095 -1.841 1.779
C: 0.251 0.469 -0.264
C: -2.815 -5.835 -1.695
C: -0.490 0.613 2.640
C: 0.502 5.015 0.044
C: 3.942 3.171 -1.220
C: -0.098 -0.498 5.166
C: -3.223 -4.299 0.105
C: -3.067 2.400 -3.672
C: -2.457 1.226 -3.162
C: 2.991 1.936 1.048
C: 3.606 3.175 1.147
C: -1.426 -5.056 -3.640
C: -0.910 -1.142 4.238
C: -2.478 -3.293 -0.483
C: -4.661 0.354 -2.842
C: -0.718 -4.048 -4.213
C: 2.825 1.287 -0.179
C: 0.326 1.249 3.571
C: -5.254 1.465 -3.373
C: 0.518 0.699 4.832
C: -1.842 -3.626 -1.744
C: -0.860 5.165 2.018
C: -3.384 -5.566 -0.490
C: 4.221 -1.298 0.845
C: 2.905 -1.014 1.192
C: 3.316 1.932 -1.312
C: -0.105 5.783 1.025
C: -4.423 2.520 -3.785
H: -0.225 -4.149 -5.171
H: -2.402 3.202 -3.962
H: 4.316 3.644 -2.121
H: -0.007 -2.012 -3.952
H: 0.056 -0.933 6.147
H: -1.594 3.306 2.792
H: -5.186 -0.513 -2.472
H: 0.817 2.179 3.311
H: 3.011 -1.958 4.442
H: -1.358 5.763 2.773
H: -6.330 1.511 -3.452
H: 3.201 1.471 -2.284
H: 2.634 1.459 1.955
H: 5.357 -2.481 3.812
H: 4.566 -1.099 -0.163
H: 1.083 5.488 -0.739
H: 6.111 -2.080 1.484
H: 4.582 4.765 0.076
H: 1.442 -1.111 2.756
H: 1.159 1.201 5.548
H: -1.733 -1.099 2.256
H: -4.853 3.430 -4.183
H: -1.544 -6.007 -4.141
H: -0.004 6.862 1.014
H: 0.816 3.022 -0.721
H: -1.387 -2.082 4.488
H: 3.699 3.654 2.116
H: -3.967 -6.325 0.013

Calculated values
Electronic energy   -5843.19351 Eh
E_HOMO   -1.823 eV
Net charge   -2
Frontier orbital gap   5.34 eV